{
  "formula": "C4H6O2",
  "method": "wB97M-V/def2-TZVPD",
  "species": ["O", "C", "C", "C", "O", "C", "H", "H", "H", "H", "H", "H"],
  "positions_angstrom": [[-0.3756, 1.0317, -1.6477], [0.0458, 1.1046, -0.3254], [-0.3445, 0.1275, 0.7462], [-0.2966, -1.2876, 0.1899], [1.0215, -1.0959, -0.3501], [1.0861, 0.1964, 0.2330], [-1.1820, 0.5028, -1.6888], [0.1171, 2.1274, 0.0474], [-0.7814, 0.4166, 1.6957], [-0.2823, -2.0469, 0.9790], [-1.0284, -1.5732, -0.5782], [2.0205, 0.4967, 0.6990]]
}


{
  "formula": "C4H6O2",
  "method": "wB97M-V/def2-TZVPD",
  "species": ["O", "C", "C", "C", "O", "C", "H", "H", "H", "H", "H", "H"],
  "positions_angstrom": [[-0.8170, -1.5587, -0.9440], [0.1435, -1.4511, 0.0015], [0.8783, -0.1237, 0.0856], [0.1816, 1.0467, -0.6151], [-0.9533, 0.9223, 0.2776], [-0.2199, 0.0296, 1.0833], [-1.1331, -0.6983, -1.2700], [-0.5247, -1.2630, 1.1177], [1.9478, -0.1245, 0.2816], [0.6803, 2.0051, -0.4554], [-0.1032, 0.9508, -1.6718], [-0.1464, 0.2370, 2.1520]]
}


Energy relative to the best compared isomer or geometry (same formula, charge and spin)? In order: 2.9605; 5.4740 eV.